No. 1
{"formula": "H22HeKrO11", "method": "the ωB97M-V functional and the def2-TZVPD basis", "orbital_gap_ha": 0.346, "homo_ev": -9.92, "total_energy_ha": -3597.33546, "multiplicity": 1, "e_above_lowest_ev": 0.280, "species": ["He", "Kr", "O", "H", "H", "O", "H", "H", "O", "H", "H", "O", "H", "H", "O", "H", "H", "O", "H", "H", "O", "H", "H", "O", "H", "H", "O", "H", "H", "O", "H", "H", "O", "H", "H"], "xyz": [[-12.64306, 4.86965, 7.98194], [-10.85120, 6.72520, 6.43884], [-13.34164, 8.21855, 9.43801], [-13.77386, 7.39600, 9.66780], [-12.40686, 8.01454, 9.46633], [-10.37797, 7.68990, 9.95380], [-9.99161, 6.85421, 9.69191], [-9.77906, 8.35065, 9.60603], [-9.81770, 10.28165, 5.97588], [-8.94133, 9.95048, 5.77960], [-9.66476, 11.09888, 6.45019], [-8.51049, 4.84554, 4.16420], [-7.91489, 4.94383, 4.90706], [-8.01201, 4.34001, 3.52218], [-12.76583, 5.30317, 4.30700], [-12.11928, 5.99979, 4.19342], [-12.26174, 4.55936, 4.63697], [-11.38167, 7.55263, 2.91730], [-10.46333, 7.49255, 3.18051], [-11.41945, 7.10216, 2.07357], [-11.26494, 3.18753, 5.46098], [-11.91616, 2.63664, 5.89533], [-10.49157, 3.13293, 6.02236], [-8.71122, 9.32323, 8.76588], [-8.34026, 10.08742, 9.20705], [-9.21243, 9.68720, 8.03612], [-8.63957, 7.47801, 3.51006], [-8.26128, 7.35031, 2.64011], [-8.73124, 6.59343, 3.86411], [-14.86025, 6.93463, 5.09940], [-15.51873, 6.53618, 4.53029], [-14.03067, 6.55627, 4.80811], [-7.28040, 8.40864, 5.94799], [-7.06946, 7.61161, 6.43428], [-7.70765, 8.09699, 5.15015]]}



No. 2
{"formula": "C14H19ClN2O5S", "method": "the ωB97M-V functional and the def2-TZVPD basis", "orbital_gap_ha": 0.349, "homo_ev": -8.95, "total_energy_ha": -1888.96710, "multiplicity": 1, "smiles": "CCOC(=O)N1CCN(S(=O)(=O)c2ccc(OC)c(Cl)c2)CC1", "e_above_lowest_ev": 0.127, "species": ["C", "C", "O", "C", "O", "N", "C", "C", "N", "S", "O", "O", "C", "C", "C", "C", "O", "C", "C", "Cl", "C", "C", "C", "H", "H", "H", "H", "H", "H", "H", "H", "H", "H", "H", "H", "H", "H", "H", "H", "H", "H", "H"], "xyz": [[-3.88946, 1.46850, -0.15711], [-3.50666, 2.85189, 0.34744], [-2.10090, 3.05789, 0.20766], [-1.36805, 2.95287, 1.33332], [-1.82216, 2.84259, 2.44426], [-0.03573, 3.10926, 1.08097], [0.51944, 3.03859, -0.24859], [0.91200, 1.58153, -0.56136], [1.32054, 0.89005, 0.64555], [0.20374, -0.22793, 1.22264], [-1.14151, 0.11299, 0.85623], [0.51330, -0.48316, 2.59447], [0.68890, -1.64345, 0.23920], [-0.16138, -2.16821, -0.71027], [0.23506, -3.25679, -1.47093], [1.49236, -3.82603, -1.28472], [1.97770, -4.88281, -1.96721], [1.16608, -5.49771, -2.94213], [2.34209, -3.26992, -0.30995], [3.89551, -3.96868, -0.07921], [1.94373, -2.18810, 0.44781], [1.91379, 1.74636, 1.65005], [0.90677, 2.80228, 2.14018], [-4.93903, 1.27808, 0.04824], [-3.27761, 0.72620, 0.35000], [-3.71489, 1.39375, -1.22809], [-3.77008, 2.96151, 1.40378], [-3.98865, 3.64003, -0.23904], [1.40157, 3.68628, -0.27424], [-0.21249, 3.40362, -0.96626], [0.05469, 1.03946, -0.96184], [1.73037, 1.54694, -1.28973], [-1.13558, -1.72487, -0.84059], [-0.44195, -3.65986, -2.20641], [0.24594, -5.89475, -2.50380], [1.76083, -6.31868, -3.33847], [0.91883, -4.80492, -3.75188], [2.58778, -1.76984, 1.20300], [2.21820, 1.10707, 2.47737], [2.79964, 2.21142, 1.20812], [1.42786, 3.71720, 2.44721], [0.32941, 2.41935, 2.98436]]}



No. 3
{"formula": "C4H7KO3", "method": "the ωB97M-V functional and the def2-TZVPD basis", "orbital_gap_ha": 0.196, "homo_ev": -5.88, "total_energy_ha": -982.19207, "multiplicity": 1, "e_above_lowest_ev": 0.879, "species": ["C", "H", "H", "H", "O", "C", "O", "K", "O", "C", "H", "C", "H", "H", "H"], "xyz": [[1.81320, -1.44319, 1.94951], [1.10635, -2.13914, 2.41509], [1.76740, -0.45820, 2.43840], [2.84411, -1.80951, 2.06923], [-1.68333, 1.40174, -0.31091], [-1.26617, 0.24293, -0.86410], [-2.15770, -0.62964, -0.87986], [-0.83877, -2.53626, -2.25816], [1.17536, -2.23615, -0.21379], [1.53132, -1.28384, 0.49506], [2.05035, -0.43566, 0.00328], [-1.59948, 2.59516, -1.07107], [-1.04459, 2.43683, -2.00543], [-2.62238, 2.93155, -1.28151], [-1.07567, 3.36338, -0.48573]]}



No. 4
{"formula": "H18O9", "method": "the ωB97M-V functional and the def2-TZVPD basis", "orbital_gap_ha": [0.365, 0.095], "homo_ev": [-13.79, -13.78], "total_energy_ha": -687.54110, "s_squared": 0.760, "multiplicity": 2, "total_charge": 1, "e_above_lowest_ev": 1.061, "species": ["O", "H", "H", "O", "H", "H", "O", "H", "H", "O", "H", "H", "O", "H", "H", "O", "H", "H", "O", "H", "H", "O", "H", "H", "O", "H", "H"], "xyz": [[0.59551, 1.08828, -4.21718], [0.36635, 0.39887, -3.59393], [1.55264, 1.09370, -4.22782], [-0.16280, -1.61093, 2.73884], [0.01589, -2.39680, 3.25527], [0.69418, -1.20112, 2.62110], [0.22993, 2.58088, -1.23773], [1.15808, 2.81391, -1.21597], [0.17888, 1.75367, -0.75881], [-2.35082, 1.68392, 0.43211], [-2.17665, 1.01413, 1.09338], [-1.48728, 2.03191, 0.20976], [1.19076, 2.03362, 2.42697], [1.04856, 1.52858, 1.62639], [0.95950, 2.93137, 2.18864], [0.80877, -1.59430, -2.90394], [0.52501, -2.23551, -2.25235], [1.51671, -2.03083, -3.37776], [-2.35950, -0.09956, 2.59041], [-1.71489, -0.80224, 2.50714], [-2.16122, 0.30944, 3.43280], [0.04502, -2.86176, -0.62399], [-0.48587, -3.65742, -0.58791], [-0.28655, -2.31936, 0.09162], [0.79463, 0.21685, 0.05647], [0.36131, -0.52214, 0.48351], [1.14385, -0.14716, -0.75703]]}



No. 5
{"formula": "C39H115N7O15", "method": "the ωB97M-V functional and the def2-TZVPD basis", "orbital_gap_ha": [0.304, 0.100], "homo_ev": [-10.48, -10.48], "total_energy_ha": -3066.16275, "s_squared": 0.755, "multiplicity": 2, "total_charge": 1, "species": ["C", "C", "O", "H", "H", "H", "H", "H", "H", "C", "C", "O", "H", "H", "H", "H", "H", "H", "C", "C", "O", "H", "H", "H", "H", "H", "H", "C", "C", "C", "O", "C", "N", "H", "H", "H", "H", "H", "H", "H", "H", "H", "H", "H", "C", "C", "C", "O", "C", "N", "H", "H", "H", "H", "H", "H", "H", "H", "H", "H", "H", "C", "C", "C", "O", "C", "N", "H", "H", "H", "H", "H", "H", "H", "H", "H", "H", "H", "C", "C", "C", "O", "C", "N", "H", "H", "H", "H", "H", "H", "H", "H", "H", "H", "H", "C", "C", "C", "O", "C", "N", "H", "H", "H", "H", "H", "H", "H", "H", "H", "H", "H", "C", "C", "C", "O", "C", "N", "H", "H", "H", "H", "H", "H", "H", "H", "H", "H", "H", "C", "C", "C", "O", "C", "N", "H", "H", "H", "H", "H", "H", "H", "H", "H", "H", "H", "C", "O", "H", "H", "H", "H", "C", "O", "H", "H", "H", "H", "C", "O", "H", "H", "H", "H", "C", "O", "H", "H", "H", "H", "C", "O", "H", "H", "H", "H"], "xyz": [[-2.57245, 1.26606, 5.88342], [-1.59917, 1.72860, 4.76382], [-1.02562, 0.62347, 4.08531], [-3.18538, 0.41347, 5.59101], [-3.24864, 2.06952, 6.17553], [-2.06278, 0.91756, 6.78169], [-0.73953, 2.20021, 5.23997], [-2.05760, 2.51589, 4.16540], [-0.37889, 0.90577, 3.43443], [3.51371, 3.99185, 5.72086], [2.52464, 2.89940, 5.26301], [1.25876, 3.38024, 5.59832], [3.32583, 4.96193, 5.26071], [4.46679, 3.64706, 5.31979], [3.57054, 4.13895, 6.79940], [2.72528, 1.96862, 5.79356], [2.50596, 2.69988, 4.19159], [0.87758, 3.84620, 4.85053], [3.34019, -5.34513, 0.76221], [2.20378, -4.86217, 1.67686], [2.76809, -4.16123, 2.71784], [4.00401, -4.55013, 0.42248], [2.95007, -5.79534, -0.15060], [4.02710, -6.01682, 1.27706], [1.49857, -5.62291, 2.01160], [1.53111, -4.17650, 1.16162], [3.41077, -4.75470, 3.11327], [-3.56723, -3.44337, -0.31091], [-4.86512, -2.92274, 0.41919], [-6.07354, -2.75083, -0.48691], [-5.88605, -1.69959, -1.44180], [-6.96224, -1.60246, -2.39005], [-5.13999, -3.86980, 1.43921], [-3.69901, -4.50702, -0.50933], [-2.70342, -3.30721, 0.33978], [-3.38138, -2.88476, -1.22825], [-4.60071, -1.98114, 0.90040], [-6.92127, -2.45199, 0.12964], [-6.32728, -3.67541, -1.00544], [-6.62281, -0.86457, -3.11697], [-7.91095, -1.24578, -1.98902], [-7.04027, -2.47558, -3.03786], [-5.95415, -3.52625, 1.92830], [-4.38347, -3.78755, 2.10330], [-2.06667, 5.06349, -3.22173], [-1.11817, 5.01625, -4.41762], [-0.15059, 3.81435, -4.23725], [0.87797, 4.02318, -3.19581], [1.93761, 3.09571, -3.28225], [-1.82018, 4.95190, -5.70339], [-2.80492, 5.85833, -3.32811], [-1.49398, 5.24805, -2.31285], [-2.62374, 4.14261, -3.04927], [-0.49866, 5.90931, -4.49980], [0.36060, 3.72093, -5.19540], [-0.66167, 2.86372, -4.08491], [2.53744, 3.15278, -4.19057], [1.54004, 2.08086, -3.27098], [2.63284, 3.15607, -2.44493], [-1.20672, 5.28098, -6.43515], [-2.56527, 5.62922, -5.62478], [-6.92590, 7.13643, -0.91475], [-6.32981, 5.80913, -0.34886], [-4.83393, 5.75394, -0.17282], [-4.40618, 4.40019, -0.10634], [-3.04525, 4.23048, 0.32340], [-7.01776, 5.51567, 0.89580], [-6.59833, 7.98142, -0.30912], [-8.01020, 7.02618, -0.89926], [-6.62595, 7.28141, -1.95259], [-6.46232, 5.08679, -1.15433], [-4.54760, 6.31584, 0.71621], [-4.38159, 6.28458, -1.01062], [-2.36885, 4.89259, -0.21714], [-2.67380, 3.21599, 0.17867], [-2.90203, 4.52644, 1.36263], [-6.89982, 4.51258, 0.89291], [-8.01285, 5.62339, 0.76055], [4.66366, -3.11728, -2.15956], [4.96081, -1.96447, -3.16557], [6.46197, -1.93963, -3.63706], [6.75890, -3.20770, -4.25447], [8.04858, -3.31872, -4.80803], [4.19036, -2.33494, -4.36881], [5.47865, -3.17311, -1.43791], [4.62515, -4.09567, -2.63849], [3.71787, -2.99157, -1.63251], [4.62245, -1.03854, -2.70052], [7.10353, -1.79469, -2.76788], [6.68062, -1.13940, -4.34411], [8.26319, -4.28640, -5.26150], [8.83730, -3.13383, -4.07875], [8.21845, -2.57937, -5.59072], [3.22771, -2.48984, -4.10536], [4.49613, -3.25542, -4.65047], [0.25852, 1.92722, -0.10953], [0.11535, 1.08759, 1.16572], [0.48357, -0.39057, 1.08776], [-0.31732, -1.09134, 0.04401], [-0.00145, -2.45363, -0.13519], [0.86302, 1.69047, 2.20631], [-0.38416, 1.44575, -0.84658], [1.25249, 2.03575, -0.54352], [-0.23557, 2.87066, 0.12262], [-0.92991, 1.14705, 1.46904], [0.31795, -0.87566, 2.04971], [1.55813, -0.45389, 0.91624], [-0.28275, -3.10004, 0.69615], [1.05970, -2.51979, -0.37535], [-0.67367, -2.79584, -0.92202], [1.85616, 1.73220, 2.02737], [0.62323, 2.66502, 2.31971], [5.05525, 0.49289, 3.39008], [4.23809, -0.61032, 2.63489], [4.27681, -0.44006, 1.12250], [3.79806, 0.89245, 0.76077], [4.04708, 1.29359, -0.58391], [4.76515, -1.91818, 3.00851], [5.02871, 0.31312, 4.46483], [4.71675, 1.52565, 3.30694], [6.12443, 0.50277, 3.17831], [3.21101, -0.62239, 2.99968], [3.72458, -1.22973, 0.61305], [5.30368, -0.58496, 0.78689], [5.02218, 1.05547, -1.00886], [3.78046, 2.34838, -0.65041], [3.30205, 0.78177, -1.19306], [4.98161, -2.00398, 3.99131], [4.11942, -2.66103, 2.78198], [-0.37474, 0.01026, -3.29175], [0.80345, -0.97707, -3.30423], [0.43161, -2.28566, -4.03834], [1.45427, -3.28020, -3.85376], [1.14968, -4.61111, -4.26454], [1.88927, -0.29715, -3.91033], [-0.73401, 0.13517, -4.31323], [-0.18010, 1.04977, -3.02785], [-1.20897, -0.44325, -2.75650], [1.11261, -1.32581, -2.31889], [0.32169, -2.06217, -5.09950], [-0.54439, -2.51919, -3.61290], [1.89701, -5.25309, -3.79823], [1.11907, -4.74923, -5.34532], [0.17666, -4.84049, -3.83013], [2.72418, -0.81447, -4.14572], [1.64629, 0.16619, -4.77426], [0.12270, -4.75708, 4.63212], [0.13771, -3.79098, 3.55682], [0.77088, -4.44025, 5.44918], [-0.88839, -4.72763, 5.03823], [0.40014, -5.77742, 4.36746], [1.03091, -3.74535, 3.20798], [-3.38640, 0.39371, -1.05191], [-4.80137, 0.66620, -0.76523], [-2.81203, 1.26098, -1.37755], [-2.86310, -0.11342, -0.24130], [-3.41805, -0.34426, -1.85347], [-5.24786, -0.17823, -0.86107], [1.65714, 5.24607, 2.66740], [0.48368, 4.66879, 3.22972], [2.30999, 4.47427, 2.25970], [1.28001, 5.78329, 1.79719], [2.18258, 5.93865, 3.32494], [0.01691, 5.48607, 3.41887], [-3.00560, -1.91106, 3.33576], [-2.93676, -3.31210, 3.21232], [-2.43512, -1.58534, 4.20556], [-2.53715, -1.51715, 2.43382], [-3.97809, -1.42055, 3.37765], [-2.03369, -3.63724, 3.23098], [-1.11900, -6.06997, 0.40774], [0.01232, -6.24777, -0.38823], [-1.04389, -5.24539, 1.11664], [-1.84320, -5.73816, -0.33626], [-1.41499, -6.98844, 0.91459], [-0.16528, -6.96369, -1.00266]]}



No. 6
{"formula": "C19H23NO2SSi2Te4W", "method": "the ωB97M-V functional and the def2-TZVPD basis", "orbital_gap_ha": [0.182, 0.183], "homo_ev": [-7.30, -7.31], "total_energy_ha": -3059.35446, "multiplicity": 1, "e_above_lowest_ev": 4.202, "species": ["W", "Te", "Te", "Te", "Te", "C", "C", "O", "C", "C", "C", "C", "C", "C", "O", "H", "H", "H", "H", "H", "H", "H", "C", "Si", "C", "C", "C", "C", "C", "C", "C", "Si", "C", "C", "H", "H", "H", "H", "H", "H", "H", "H", "H", "H", "H", "H", "H", "H", "H", "H", "S", "C", "N"], "xyz": [[-0.95717, 1.11199, -0.02913], [-0.54219, 3.23847, 1.64098], [-1.76345, 4.76293, 3.38171], [-4.42694, 4.79687, 0.39388], [-2.59990, 3.11121, -0.28523], [-2.97031, -0.94697, 3.20407], [-1.79086, -0.44710, 2.43133], [-1.99807, -0.27545, 1.20533], [-0.50782, -0.21623, 3.06336], [-0.36341, -0.46726, 4.44432], [0.83905, -0.32589, 5.08330], [1.96696, 0.06691, 4.34927], [1.87078, 0.31222, 2.99965], [0.64252, 0.19362, 2.33708], [0.63338, 0.47793, 1.04339], [-3.81777, -1.02585, 2.52757], [-3.20336, -0.25086, 4.01169], [-2.76551, -1.92184, 3.64910], [-1.22867, -0.77864, 5.01289], [0.91640, -0.51601, 6.14424], [2.92160, 0.18382, 4.84480], [2.72893, 0.61615, 2.41556], [-1.50502, -2.48637, -1.68278], [-0.23994, -1.34103, -0.89489], [0.39354, -2.38719, 0.54837], [1.18991, -1.17414, -2.10831], [1.91217, -2.30130, -2.51047], [2.92765, -2.19236, -3.44746], [3.23193, -0.95714, -4.00457], [2.52291, 0.16818, -3.61532], [1.50277, 0.07055, -2.66553], [0.58053, 1.59335, -2.08721], [1.83854, 2.82893, -1.40680], [-0.29446, 2.38642, -3.54896], [-0.97357, -3.42755, -1.85662], [-1.88574, -2.13721, -2.63948], [-2.34858, -2.69163, -1.02192], [0.57555, -3.38888, 0.15011], [-0.33671, -2.49780, 1.35145], [1.32992, -2.02226, 0.96865], [1.68248, -3.27370, -2.08855], [3.48379, -3.07184, -3.74733], [4.02279, -0.87460, -4.73939], [2.77090, 1.12952, -4.05372], [2.61265, 2.99674, -2.16131], [2.31779, 2.43569, -0.50870], [1.37824, 3.78754, -1.16406], [0.42555, 2.48338, -4.36690], [-0.66232, 3.38316, -3.30003], [-1.12830, 1.78848, -3.91809], [-2.57768, 0.50170, -1.93957], [-3.75904, -0.25597, -1.02354], [-4.57245, -0.77270, -0.38626]]}